[1]
36
Properties=species:S:1:pos:R:3:forces:R:3:nbo_charge:R:1 method="wB97M-V/def2-TZVPD" relative_energy_kcal_mol=85.9 e_tot_ha=-3232.507875 homo_lumo_gap_ev=4.315 max_force_ev_per_a=3.5 charge=-1 lumo_energy_ev=1.87
C 3.08238 0.68849 1.34639 0.171 0.565 0.037 -0.276
C 2.43130 1.59102 2.23187 -0.334 0.354 -0.367 -0.414
C 1.42109 0.84923 2.93478 0.015 -0.170 -0.061 -0.544
H 2.56326 2.69080 2.22004 0.121 -0.874 0.374 0.235
C 1.45628 -0.50171 2.43252 0.105 0.331 -0.499 -0.373
C 2.49861 -0.57772 1.45370 -1.031 -0.276 0.707 -0.272
H 2.79663 -1.47531 0.89759 -0.288 0.587 0.228 0.251
H 3.97272 0.88850 0.74294 -0.627 0.163 0.066 0.239
H 0.62208 1.29968 3.55485 0.641 -0.362 0.201 0.209
H 0.74403 -1.30647 2.62893 0.336 0.333 0.195 0.235
Y 0.06369 1.33771 1.00206 0.519 -2.891 -1.961 1.986
Br 0.00725 3.61410 -0.26553 -0.202 0.589 -0.001 -0.602
C 0.75800 -0.80546 -3.11659 1.052 0.673 0.673 -0.356
C 1.65286 -1.73295 -2.52149 0.896 1.227 0.182 -0.365
C 2.90256 -1.03881 -2.27716 -1.409 0.161 -0.274 -0.377
H 1.40424 -2.71257 -2.12066 0.048 0.021 -0.340 0.178
C 2.75983 0.30643 -2.71188 -1.166 -0.491 0.299 -0.367
C 1.42516 0.46723 -3.20923 0.016 -0.838 0.520 -0.379
H 0.93362 1.41591 -3.43475 0.252 -0.269 -0.273 0.182
H -0.29290 -0.97248 -3.29598 -0.106 -0.066 -0.183 0.177
H 3.72210 -1.40031 -1.67590 0.259 -0.250 -0.144 0.171
H 3.45122 1.12087 -2.52855 0.127 -0.090 -0.177 0.179
C -3.08444 0.32669 -0.89885 -0.377 0.509 -0.970 -0.628
C -2.57916 -0.28537 0.39420 1.204 -0.228 -0.371 0.226
C -2.87537 0.60161 1.59437 0.045 0.319 0.736 -0.607
C -3.04939 -1.72113 0.55836 -0.047 -0.984 0.250 -0.624
O -1.13500 -0.37207 0.31504 -0.465 1.660 0.750 -0.965
H -4.17299 0.42819 -1.03869 0.127 -0.270 0.515 0.196
H -2.72538 -0.23006 -1.76429 0.125 -0.290 0.173 0.238
H -2.68993 1.33207 -1.06749 0.165 0.093 0.311 0.212
H -3.91261 0.73826 1.92095 0.018 -0.091 -0.338 0.225
H -2.32866 0.23988 2.46894 -0.040 -0.403 0.110 0.208
H -2.48462 1.62058 1.43490 -0.247 0.215 -0.326 0.167
H -2.69394 -2.30472 -0.29837 -0.116 0.269 -0.044 0.232
H -2.51961 -2.17248 1.40354 -0.094 0.174 0.116 0.210
H -4.12492 -1.94765 0.68944 0.307 0.603 -0.110 0.193

---

[2]
20
Properties=species:S:1:pos:R:3:forces:R:3:nbo_charge:R:1 method="wB97M-V/def2-TZVPD" relative_energy_kcal_mol=56.6 e_tot_ha=-461.248383 homo_lumo_gap_ev=9.818 max_force_ev_per_a=5.0 charge=0 smiles="c1ccccc1.CC(=O)O" lumo_energy_ev=0.76
C 2.47813 0.98660 -0.40002 0.131 2.364 1.730 -0.239
C 1.60605 1.24826 0.70778 -1.099 -1.180 -1.051 -0.220
C 0.71843 0.22439 1.19118 0.095 3.412 0.032 -0.223
C 0.94057 -1.09089 0.75737 -0.301 0.885 0.838 -0.260
C 1.83252 -1.28791 -0.24912 1.249 -1.883 -4.495 -0.194
C 2.63216 -0.22397 -0.90826 -0.022 -3.189 -1.744 -0.209
C -2.24930 -0.09546 -0.23200 1.578 -0.856 -4.235 0.789
C -2.47566 1.30824 -0.70539 -2.408 -1.870 -1.667 -0.718
H 3.09034 1.71127 -0.94475 -0.505 0.644 0.893 0.213
H 1.48983 2.28663 0.99167 -0.208 -0.103 0.223 0.212
H -0.26307 0.64398 1.69062 2.517 -1.415 -0.285 0.241
H 0.43563 -1.92533 1.25027 -0.130 0.141 -0.619 0.215
H 1.67463 -2.29392 -0.85740 1.019 1.865 1.681 0.224
H 3.36834 -0.16772 -1.91932 -2.345 -1.415 2.916 0.233
H -1.73343 -1.11672 1.16116 -0.286 -0.263 0.098 0.504
H -2.29054 1.27632 -1.80019 -0.394 0.108 0.718 0.246
H -3.57461 1.46864 -0.50473 1.223 0.660 -0.167 0.239
H -1.79422 1.97772 -0.29297 0.732 1.287 1.178 0.235
O -1.99056 -1.02083 -0.99727 -0.586 0.798 0.539 -0.624
O -2.17198 -0.26372 1.02932 -0.262 0.010 3.416 -0.663

---

[3]
88
Properties=species:S:1:pos:R:3:forces:R:3:mulliken_spin:R:1 method="wB97M-V/def2-TZVPD" s2=0.784 relative_energy_kcal_mol=16.3 e_tot_ha=-5958.607776 homo_lumo_gap_ev="2.036 / 2.008" max_force_ev_per_a=3.0 charge=0 multiplicity=2 lumo_energy_ev="-4.06 / -4.08"
Co 1.43765 -1.24140 0.08698 0.263 0.377 0.735 1.132
O 2.92962 -4.63067 -1.35240 0.542 -1.091 -0.635 0.003
C 2.42175 -3.75192 -0.70161 -0.060 2.308 0.596 -0.005
N 2.70027 -2.40711 -0.70316 -1.714 -1.887 0.692 -0.058
C 3.78042 -1.81961 -1.26104 1.102 1.708 -0.634 0.010
C 4.94643 -2.46120 -1.71554 -0.622 0.275 0.173 0.001
C 5.99089 -1.68360 -2.14005 0.512 0.719 -0.213 -0.001
C 5.91039 -0.27551 -2.12874 0.715 -0.734 -0.252 0.000
C 4.78330 0.37048 -1.70870 -0.909 -0.628 0.377 -0.001
C 3.67731 -0.38853 -1.26555 1.431 -0.927 -0.751 -0.001
N 2.51122 0.18021 -0.77640 -1.547 1.515 -0.232 -0.002
C 2.08531 1.30586 -1.53327 1.087 -2.404 1.496 -0.020
O 2.44784 1.46464 -2.67756 -0.342 0.880 -0.749 0.005
C 1.24727 2.37329 -0.87367 0.273 -0.197 0.517 0.003
C 0.70309 3.34305 -1.69586 -0.054 0.180 -0.023 0.002
C -0.04636 4.33870 -1.11161 -0.101 0.187 -0.181 0.000
C -0.22706 4.34065 0.25861 -0.045 -0.045 0.562 0.001
C 0.37344 3.34364 1.02795 0.652 -0.186 -1.564 -0.001
N 1.11904 2.38756 0.45750 -0.488 0.687 0.851 -0.003
C 1.34900 -4.04094 0.31434 -0.069 0.164 0.137 0.013
C 0.88839 -5.32655 0.50706 -0.002 -0.064 -0.022 0.001
C -0.05164 -5.55717 1.49906 -0.012 0.026 0.019 -0.001
C -0.48070 -4.49002 2.26600 -0.006 -0.062 0.053 0.002
C 0.02121 -3.22643 2.00323 0.276 -0.145 -0.033 0.000
N 0.91701 -2.99217 1.04446 -0.151 -0.075 -0.228 -0.007
H 5.00138 -3.53770 -1.73307 -0.042 -0.033 0.035 0.000
H 6.89391 -2.16764 -2.49053 0.045 0.071 -0.021 0.000
H 6.75272 0.31388 -2.46827 0.075 -0.069 -0.026 0.000
H 4.73283 1.44650 -1.73044 -0.034 0.116 0.035 0.000
H 0.86209 3.28451 -2.76351 0.040 -0.053 0.031 0.000
H -0.51493 5.10184 -1.72462 0.033 -0.043 0.112 0.000
H -0.84038 5.09889 0.71964 -0.057 0.090 -0.073 0.000
H -0.73535 2.57465 2.62101 0.089 0.044 0.350 0.002
H 1.28764 -6.10813 -0.12627 -0.022 0.021 0.029 0.000
H -0.44019 -6.55193 1.67069 -0.008 -0.014 0.001 0.000
H -1.21178 -4.61297 3.05300 0.005 -0.010 -0.012 0.000
H -0.30182 -2.38049 2.58356 0.010 -0.015 -0.002 0.000
C -2.97586 -0.99287 4.82026 -0.010 0.007 0.001 0.000
C -3.59218 -1.27811 3.60663 -0.106 -0.072 0.131 0.000
C -2.93126 -1.04488 2.41187 -0.207 -0.052 -0.132 -0.002
C -1.63889 -0.53535 2.41099 0.130 0.391 -0.340 -0.007
C -1.02436 -0.26070 3.63509 -0.139 0.063 -0.074 -0.008
C -1.68704 -0.47706 4.83448 -0.073 -0.027 0.086 -0.001
Ge -0.58493 -0.09504 0.77675 0.479 -1.013 -0.550 -0.021
C 0.11338 3.27985 2.57252 0.942 0.791 1.379 0.000
C 1.33640 2.73720 3.32839 -1.632 0.624 -1.494 -0.006
C 2.06340 3.51351 4.16299 0.539 0.791 0.750 -0.001
C 1.69847 4.85893 4.45261 -0.528 -1.182 -0.813 -0.002
C 0.49741 5.38426 3.93157 0.081 0.333 0.325 0.000
C -0.29312 4.65956 3.09534 0.397 -1.529 -0.609 -0.001
C -1.76841 1.15224 -0.17915 0.108 -0.254 0.293 -0.014
C -2.81786 1.79479 0.46547 -0.082 0.137 0.187 0.002
C -3.65714 2.64514 -0.23485 -0.167 0.232 -0.131 0.001
C -3.46403 2.85634 -1.59646 -0.020 0.010 0.051 0.000
C -2.41802 2.21901 -2.25134 -0.151 0.085 -0.046 0.001
C -1.57424 1.38778 -1.53420 -0.161 -0.194 -0.169 -0.003
H -3.49867 -1.17860 5.75049 0.013 0.007 -0.012 0.000
H -4.59575 -1.68584 3.59096 0.011 -0.006 0.036 0.000
H -3.42007 -1.28075 1.46934 0.076 0.023 0.129 0.000
H 0.00005 0.10179 3.66349 0.035 -0.039 -0.069 0.001
H -1.19254 -0.25923 5.77306 -0.024 -0.018 0.038 0.000
H 1.64329 1.72921 3.10501 0.075 -0.179 -0.200 0.002
H 2.95787 3.10487 4.62190 -0.095 0.061 -0.032 0.000
H 2.32136 5.47070 5.09322 0.011 -0.055 -0.009 0.000
H 0.19673 6.38138 4.23485 -0.017 -0.091 -0.071 0.000
H -1.23893 5.06383 2.75359 0.096 -0.002 0.013 0.000
H -3.00075 1.62362 1.52529 -0.014 -0.045 -0.124 0.000
H -4.47876 3.12881 0.28004 -0.023 0.027 -0.039 0.000
H -4.13167 3.50801 -2.14708 -0.005 -0.017 0.020 0.000
H -2.25750 2.37000 -3.31493 -0.032 -0.014 0.068 0.000
H -0.77013 0.88895 -2.05259 0.138 -0.120 -0.080 -0.004
F -0.01681 0.58016 -4.92435 0.084 0.108 -0.056 0.000
C -0.84539 -0.42415 -4.63502 -0.325 -0.092 -0.025 -0.001
C -0.50411 -1.37479 -3.75985 -0.165 -0.020 -0.020 -0.004
N -1.36560 -2.40199 -3.43375 -0.462 -0.133 -0.146 0.001
C -1.07389 -3.31580 -2.33112 0.204 0.401 0.401 -0.010
C -1.34655 -2.64804 -0.96086 0.424 1.151 0.342 0.005
O -2.15346 -3.07904 -0.16842 0.094 -0.143 -0.236 0.008
O -0.62655 -1.53412 -0.75252 -1.064 -0.665 -0.442 -0.010
C -2.62263 -2.52053 -4.03158 0.052 -0.334 0.443 0.000
O -3.40062 -3.42309 -3.77794 0.356 0.516 -0.205 0.000
N -2.92383 -1.51609 -4.93031 0.302 0.005 0.086 0.000
C -2.15804 -0.40912 -5.28618 0.328 0.011 0.164 0.000
O -2.56682 0.43858 -6.04654 -0.022 -0.047 0.030 0.000
H 0.45757 -1.37111 -3.27022 0.099 0.006 0.114 0.004
H -0.03243 -3.63689 -2.39724 0.007 0.077 0.046 0.001
H -1.72738 -4.16737 -2.42800 -0.125 -0.190 -0.022 -0.001
H -3.83086 -1.58462 -5.35293 -0.295 -0.014 -0.132 0.000

---

[4]
33
Properties=species:S:1:pos:R:3:forces:R:3:nbo_charge:R:1 method="wB97M-V/def2-TZVPD" e_tot_ha=-2047.417530 homo_lumo_gap_ev="7.555 / 5.184" max_force_ev_per_a=8.2 charge=-1 lumo_energy_ev="3.20 / 3.19"
C 2.18459 -0.54677 -2.69315 -0.146 -0.534 0.323 -0.454
C 0.98795 -1.28563 -2.95467 0.374 -0.148 0.333 -0.341
C 0.73386 -2.13531 -1.84063 0.476 0.512 -0.097 -0.325
C 1.76157 -1.91609 -0.87983 0.124 0.274 -0.480 -0.338
C 2.65921 -0.94019 -1.40062 -0.101 -0.442 -0.234 -0.382
Lu 0.65634 0.68875 -1.04403 1.640 -2.587 0.674 1.875
N 3.16306 2.05013 -0.18321 -2.943 1.136 -1.166 -0.954
C -0.67589 2.07086 -2.30805 4.839 6.174 2.262 -0.746
C -1.36163 1.05593 -2.78812 -2.795 -3.913 -1.511 -0.667
H -0.04222 -2.89741 -1.77655 0.064 0.450 0.059 0.215
H 0.43230 -1.28562 -3.89080 0.071 0.123 0.354 0.217
H 1.87690 -2.46070 0.06126 -0.112 0.381 -0.310 0.219
H 3.56750 -0.58426 -0.92234 -0.338 0.042 -0.090 0.255
H 2.69570 0.11961 -3.38288 -0.147 -0.067 0.173 0.231
H -1.04874 0.63703 -3.80234 -1.048 0.518 1.589 0.212
H -0.61762 2.36567 -1.12967 -0.878 0.181 -2.455 0.137
H 2.59631 2.94382 -0.53364 1.402 -1.445 0.726 0.224
H -2.38699 0.99974 -2.33430 0.776 -0.821 -1.010 0.204
H 0.28703 2.42740 -2.84662 -1.442 -0.215 0.904 0.201
C -2.93351 -0.05872 2.10843 -0.326 0.065 0.098 -1.135
Si -1.05615 -0.07660 2.07753 0.413 0.447 -1.155 1.913
C -0.37725 1.36620 3.07503 -0.082 0.149 0.234 -1.139
C -0.53270 -1.63402 3.00366 0.108 -0.307 0.075 -1.135
O -0.55786 0.11708 0.51221 -0.105 -0.142 1.313 -1.335
H -3.32713 -0.08708 3.13542 0.088 0.009 -0.172 0.217
H -3.35907 -0.91651 1.57005 0.154 0.131 0.064 0.231
H -3.31926 0.85002 1.62750 0.088 -0.142 0.073 0.232
H -0.80206 1.39067 4.08880 0.073 0.015 -0.130 0.216
H 0.71533 1.31557 3.17366 -0.191 -0.050 -0.092 0.241
H -0.61623 2.32056 2.58822 0.018 -0.151 0.065 0.230
H -0.85094 -2.56421 2.51553 0.045 0.182 -0.021 0.229
H 0.55002 -1.70205 3.17246 -0.156 0.083 -0.145 0.233
H -1.00240 -1.62788 4.00167 0.058 0.090 -0.249 0.222